Here is 9 unconnected molecules or ions with the total composition C34H68O16 from the Open Molecules 2025 dataset. Energies are from ωB97M-V/def2-TZVPD.

## Properties
LUMO ... 0.01757 Eh
Energy relative to the best compared isomer or geometry (same formula, charge and spin) ... 1931.3 kJ/mol
Charge ... 0
SMILES ... CCOC(C)=O.CCOC(C)=O.CCOC(C)=O.CCOC(C)=O.CCOC(C)=O.CCOC(C)=O.CCOC(C)=O.CC(C)=O.CC(C)=O

Cartesian coordinates (Å):
1 O 31.087 0.315 30.654
2 C 30.553 0.352 31.825
3 O 31.035 1.012 32.804
4 C 32.232 1.719 32.697
5 C 32.485 2.569 34.015
6 C 29.317 -0.417 32.147
7 H 32.117 2.506 31.878
8 H 33.050 1.012 32.589
9 H 33.602 2.712 33.851
10 H 32.570 1.829 34.984
11 H 31.862 3.300 34.169
12 H 28.897 -0.777 31.369
13 H 28.877 0.323 32.565
14 H 29.412 -1.145 32.748
15 O 29.445 3.552 35.858
16 C 29.126 2.392 35.443
17 O 28.051 2.123 34.690
18 C 27.252 3.210 34.102
19 C 26.440 2.704 32.967
20 C 29.666 1.174 36.185
21 H 27.763 4.057 33.643
22 H 26.818 3.856 35.029
23 H 26.971 2.169 32.333
24 H 25.697 3.514 32.712
25 H 25.907 1.952 33.424
26 H 30.518 0.857 35.662
27 H 29.083 0.266 36.092
28 H 29.985 1.238 37.189
29 O 29.865 3.416 25.573
30 C 29.595 2.643 26.487
31 O 28.392 1.997 26.560
32 C 27.455 2.095 25.475
33 C 26.160 1.346 25.921
34 C 30.384 2.609 27.802
35 H 27.983 1.522 24.765
36 H 27.068 3.233 25.068
37 H 25.545 1.183 25.101
38 H 25.558 1.838 26.767
39 H 26.392 0.443 26.073
40 H 30.063 2.231 28.709
41 H 30.807 3.657 28.044
42 H 31.137 2.164 27.609
43 O 25.993 5.683 25.536
44 C 26.969 6.115 24.890
45 O 27.157 6.233 23.579
46 C 26.051 6.105 22.709
47 C 26.464 6.741 21.410
48 C 28.111 6.609 25.670
49 H 25.239 6.583 23.078
50 H 25.995 5.178 22.435
51 H 25.626 6.757 20.644
52 H 27.317 6.473 21.190
53 H 26.723 7.700 21.764
54 H 28.159 6.789 26.799
55 H 28.680 7.516 25.218
56 H 28.978 5.917 25.691
57 O 24.814 5.807 33.325
58 C 24.706 6.971 33.088
59 O 23.658 7.671 33.528
60 C 22.563 7.180 34.051
61 C 21.791 8.256 34.746
62 C 25.605 7.756 32.362
63 H 22.993 6.524 34.844
64 H 21.940 6.498 33.242
65 H 21.237 8.901 34.155
66 H 22.513 8.645 35.513
67 H 20.773 7.908 35.329
68 H 26.487 7.201 32.032
69 H 25.803 8.518 32.947
70 H 25.222 8.172 31.334
71 O 21.689 1.488 27.547
72 C 22.781 2.200 27.408
73 O 23.659 1.968 28.506
74 C 23.445 0.728 29.155
75 C 24.772 0.509 29.995
76 C 22.940 3.424 26.790
77 H 23.507 -0.202 28.473
78 H 22.357 0.701 29.515
79 H 25.690 0.506 29.427
80 H 24.759 -0.420 30.670
81 H 25.036 1.466 30.582
82 H 23.823 3.438 26.108
83 H 23.222 4.199 27.409
84 H 22.266 3.508 26.142
85 O 26.595 6.371 29.826
86 C 26.998 5.217 29.602
87 O 28.095 4.617 29.957
88 C 28.967 5.353 30.894
89 C 30.067 4.375 31.197
90 C 26.136 4.089 28.851
91 H 28.549 5.505 31.879
92 H 29.320 6.108 30.320
93 H 29.440 3.493 31.515
94 H 30.718 4.478 31.966
95 H 30.740 4.023 30.398
96 H 25.648 4.452 27.943
97 H 25.467 3.658 29.463
98 H 26.811 3.426 28.326
99 C 29.751 9.487 34.710
100 C 29.948 8.129 34.008
101 O 30.426 8.217 32.660
102 C 29.773 6.816 34.701
103 H 28.645 9.560 34.810
104 H 30.187 10.408 34.254
105 H 29.579 9.427 35.778
106 H 30.387 6.967 35.630
107 H 30.089 5.723 34.172
108 H 28.797 6.745 34.883
109 C 32.825 6.365 30.046
110 C 33.763 5.401 29.275
111 O 33.209 4.278 28.930
112 C 35.241 5.811 28.983
113 H 33.305 7.054 30.535
114 H 31.931 5.894 30.568
115 H 32.504 7.039 29.300
116 H 35.543 6.792 28.927
117 H 35.410 5.060 28.333
118 H 35.642 5.328 29.804

***

Here is a molecular structure, C34H69AsCsN7O17P2S4Si3 from the Open Molecules 2025 dataset. Energies are from ωB97M-V/def2-TZVPD.

## Properties
LUMO ... 0.11894 Eh
Energy relative to the best compared isomer or geometry (same formula, charge and spin) ... 0.0 kJ/mol
Charge ... -2

Cartesian coordinates (Å):
1 Cs 0.475 0.811 0.467
2 C 0.376 -3.422 -2.293
3 C 1.705 -3.621 -1.570
4 S 1.891 -2.607 -0.096
5 C 1.468 -3.763 1.220
6 C 0.108 -4.458 1.078
7 S -1.257 -3.283 1.265
8 C -2.482 -3.949 0.116
9 C -3.380 -2.825 -0.412
10 S -2.534 -1.531 -1.344
11 C -2.404 -2.374 -2.934
12 C -1.300 -1.802 -3.820
13 S 0.366 -1.815 -3.113
14 H -0.422 -3.433 -1.558
15 H 0.219 -4.224 -3.022
16 H 2.535 -3.363 -2.236
17 H 1.841 -4.675 -1.313
18 H 1.499 -3.147 2.123
19 H 2.252 -4.518 1.329
20 H 0.045 -5.254 1.826
21 H 0.032 -4.940 0.100
22 H -3.115 -4.694 0.605
23 H -1.975 -4.456 -0.709
24 H -3.870 -2.318 0.420
25 H -4.166 -3.255 -1.041
26 H -3.350 -2.314 -3.482
27 H -2.214 -3.432 -2.746
28 H -1.487 -0.751 -4.049
29 H -1.318 -2.339 -4.775
30 C 0.247 -0.365 -6.472
31 N 1.193 0.131 -5.505
32 C 2.512 -0.472 -5.553
33 C 0.768 1.012 -4.561
34 O -0.388 1.373 -4.483
35 C 1.842 1.562 -3.638
36 O 1.245 2.419 -2.691
37 C 2.219 3.234 -2.094
38 C 1.749 3.748 -0.742
39 O 0.674 3.413 -0.280
40 N 2.594 4.587 -0.098
41 C 3.986 4.717 -0.485
42 C 2.264 4.997 1.256
43 H 0.045 -1.429 -6.304
44 H 0.656 -0.256 -7.482
45 H -0.680 0.196 -6.388
46 H 2.408 -1.559 -5.600
47 H 3.098 -0.273 -4.665
48 H 3.059 -0.139 -6.441
49 H 2.563 2.100 -4.273
50 H 2.392 0.762 -3.127
51 H 2.459 4.099 -2.732
52 H 3.156 2.686 -1.937
53 H 4.091 4.896 -1.554
54 H 4.568 3.834 -0.209
55 H 4.406 5.580 0.032
56 H 1.202 4.834 1.428
57 H 2.498 6.058 1.374
58 H 2.814 4.405 1.990
59 O 1.778 2.220 2.644
60 P 2.153 0.856 3.463
61 O 3.419 0.982 4.199
62 O 1.961 -0.278 2.460
63 O 0.851 0.765 4.438
64 P -0.665 0.466 3.865
65 O -0.463 -1.018 3.272
66 O -1.622 0.498 4.994
67 O -0.805 1.410 2.695
68 H 0.793 2.179 2.554
69 H 0.464 -0.986 2.904
70 C -1.797 4.664 1.417
71 Si -2.850 4.283 -0.075
72 C -4.161 5.621 -0.158
73 C -1.891 4.365 -1.678
74 As -3.606 2.064 0.191
75 Si -5.286 2.230 1.830
76 C -4.366 2.364 3.445
77 C -6.471 3.680 1.711
78 C -6.395 0.726 1.787
79 Si -4.779 1.775 -1.825
80 C -5.884 3.184 -2.387
81 C -3.523 1.531 -3.184
82 C -5.880 0.265 -1.680
83 H -1.156 5.526 1.207
84 H -1.175 3.817 1.704
85 H -2.435 4.916 2.267
86 H -3.680 6.507 -0.588
87 H -4.511 5.892 0.834
88 H -5.017 5.374 -0.775
89 H -1.135 5.150 -1.583
90 H -2.560 4.644 -2.496
91 H -1.370 3.445 -1.942
92 H -4.011 3.388 3.584
93 H -3.501 1.700 3.527
94 H -5.052 2.145 4.271
95 H -6.038 4.613 2.052
96 H -7.317 3.449 2.369
97 H -6.864 3.828 0.711
98 H -5.897 -0.196 1.499
99 H -7.246 0.907 1.130
100 H -6.787 0.596 2.802
101 H -5.328 4.106 -2.543
102 H -6.708 3.379 -1.706
103 H -6.311 2.892 -3.354
104 H -3.130 2.477 -3.555
105 H -4.001 1.016 -4.025
106 H -2.669 0.940 -2.863
107 H -6.864 0.525 -1.294
108 H -5.441 -0.506 -1.048
109 H -6.014 -0.161 -2.680
110 C -4.349 -0.974 5.712
111 N -3.667 -1.857 4.765
112 C -2.390 -2.406 5.225
113 C -3.698 -1.477 3.493
114 N -3.774 -1.178 2.389
115 H -4.571 -1.550 6.613
116 H -5.291 -0.642 5.275
117 H -3.725 -0.112 5.947
118 H -2.593 -3.095 6.046
119 H -1.730 -1.602 5.550
120 H -1.916 -2.941 4.400
121 O 7.230 -3.797 1.807
122 N 6.647 -2.726 1.841
123 O 6.653 -1.987 2.802
124 C 5.962 -2.284 0.647
125 C 5.206 -1.109 0.671
126 C 4.593 -0.741 -0.484
127 C 4.701 -1.395 -1.773
128 O 4.177 -0.936 -2.789
129 C 5.487 -2.607 -1.674
130 C 6.072 -3.036 -0.503
131 N 5.684 -3.454 -2.837
132 O 5.573 -2.966 -3.942
133 O 6.002 -4.619 -2.645
134 N 3.697 0.394 -0.439
135 O 4.057 1.418 0.102
136 O 2.594 0.256 -0.935
137 H 5.064 -0.543 1.585
138 H 6.639 -3.956 -0.498

***

Here is 4 unconnected molecules or ions with the total composition C34H70F5N6 from the Open Molecules 2025 dataset. Energies are from ωB97M-V/def2-TZVPD.

## Properties
LUMO ... -0.17055 Eh
Charge ... +1

Cartesian coordinates (Å):
1 C 5.489 0.295 1.129
2 C 4.770 1.699 1.456
3 C 4.184 1.759 2.972
4 C 3.727 2.182 0.341
5 C 2.749 1.054 -0.238
6 C 2.192 0.009 0.816
7 C 2.433 -1.519 0.810
8 N 1.976 -2.534 1.639
9 N 1.217 -2.165 2.662
10 C 0.903 -0.807 2.871
11 C 0.009 -0.506 4.188
12 C -1.438 0.082 3.841
13 N -2.098 -0.629 2.695
14 C 1.281 0.419 2.039
15 C 0.862 1.921 2.326
16 C -0.459 2.304 1.453
17 C -1.311 3.429 2.240
18 C -0.965 4.916 1.729
19 F -1.528 5.804 2.697
20 F 0.439 5.088 1.776
21 C -1.598 5.256 0.291
22 F -2.099 6.572 0.320
23 F -2.657 4.386 -0.048
24 F -0.578 5.205 -0.685
25 H 6.546 0.266 1.545
26 H 4.900 -0.534 1.671
27 H 5.445 0.022 0.014
28 H 5.618 2.481 1.454
29 H 5.100 1.927 3.649
30 H 3.698 0.786 3.300
31 H 3.514 2.681 3.130
32 H 3.184 3.133 0.703
33 H 4.362 2.543 -0.552
34 H 1.825 1.603 -0.659
35 H 3.190 0.500 -1.145
36 H 3.115 -1.881 -0.041
37 H 0.861 -2.897 3.305
38 H 0.593 0.187 4.877
39 H -0.160 -1.490 4.761
40 H -2.095 -0.097 4.771
41 H -1.374 1.210 3.712
42 H -3.103 -0.658 2.945
43 H -1.814 -1.628 2.729
44 H 1.666 2.660 2.017
45 H 0.659 2.128 3.441
46 H -1.092 1.361 1.386
47 H -0.168 2.655 0.401
48 H -1.045 3.434 3.358
49 H -2.423 3.186 2.149
50 C 4.165 7.941 1.456
51 C 3.967 8.580 0.087
52 N 3.415 7.671 -0.911
53 C 3.500 8.189 -2.274
54 C 2.697 9.445 -2.608
55 C 2.155 7.025 -0.565
56 C 0.962 7.922 -0.236
57 H 4.776 7.037 1.385
58 H 4.679 8.640 2.121
59 H 3.214 7.683 1.928
60 H 4.952 8.917 -0.252
61 H 3.351 9.481 0.202
62 H 3.223 7.396 -2.979
63 H 4.555 8.396 -2.491
64 H 1.631 9.231 -2.700
65 H 3.023 9.843 -3.574
66 H 2.834 10.236 -1.868
67 H 2.331 6.368 0.295
68 H 1.866 6.338 -1.369
69 H 1.226 8.744 0.431
70 H 0.191 7.335 0.265
71 H 0.509 8.336 -1.138
72 C -2.445 -1.947 -1.061
73 C -3.168 -3.286 -0.978
74 N -4.248 -3.310 0.002
75 C -4.739 -4.656 0.286
76 C -5.416 -5.418 -0.852
77 C -5.278 -2.287 -0.148
78 C -6.035 -2.227 -1.474
79 H -2.075 -1.636 -0.080
80 H -1.585 -2.032 -1.732
81 H -3.089 -1.159 -1.457
82 H -2.419 -4.034 -0.695
83 H -3.523 -3.561 -1.979
84 H -5.425 -4.618 1.140
85 H -3.892 -5.257 0.639
86 H -6.418 -5.037 -1.053
87 H -5.528 -6.470 -0.574
88 H -4.836 -5.387 -1.777
89 H -4.815 -1.308 0.021
90 H -6.004 -2.382 0.667
91 H -5.374 -2.308 -2.339
92 H -6.558 -1.270 -1.554
93 H -6.794 -3.008 -1.542
94 C -2.755 -8.478 -1.042
95 C -1.480 -8.847 -1.791
96 N -1.494 -8.468 -3.199
97 C -0.413 -9.077 -3.971
98 C 1.021 -8.682 -3.618
99 C -1.750 -7.061 -3.486
100 C -0.808 -6.026 -2.873
101 H -3.638 -8.889 -1.537
102 H -2.720 -8.885 -0.028
103 H -2.877 -7.395 -0.953
104 H -1.376 -9.935 -1.722
105 H -0.620 -8.416 -1.262
106 H -0.579 -8.884 -5.037
107 H -0.498 -10.165 -3.869
108 H 1.262 -7.679 -3.972
109 H 1.720 -9.367 -4.107
110 H 1.214 -8.733 -2.545
111 H -2.769 -6.825 -3.160
112 H -1.778 -6.912 -4.571
113 H -0.596 -6.223 -1.820
114 H -1.265 -5.034 -2.931
115 H 0.138 -5.970 -3.414

***

Here is 5 unconnected molecules or ions with the total composition C34H71BN5O8 from the Open Molecules 2025 dataset. Energies are from ωB97M-V/def2-TZVPD.

## Properties
LUMO ... -0.08398 Eh
Charge ... +1

Cartesian coordinates (Å):
1 C -3.130 -2.452 -2.342
2 C -2.169 -2.090 -1.723
3 C -0.985 -1.604 -1.034
4 C -1.592 -0.903 0.252
5 C -2.398 -1.782 1.219
6 C -3.806 -1.207 1.494
7 C -4.512 -2.174 2.479
8 C -3.730 0.231 2.040
9 N -0.194 -0.492 -1.632
10 C -0.634 0.362 -2.732
11 C -0.992 1.795 -2.265
12 C -0.116 2.952 -2.789
13 C 1.072 3.330 -1.860
14 C 0.378 2.781 -4.231
15 C 1.048 -0.548 -1.171
16 N 2.009 0.257 -1.571
17 N 1.184 -1.628 -0.297
18 C 1.484 -1.513 1.122
19 C 2.379 -0.330 1.527
20 N 2.182 0.069 2.920
21 C 0.866 0.650 3.209
22 C 0.531 1.869 2.355
23 C 2.484 -0.999 3.799
24 C 3.904 -1.530 3.790
25 O 1.651 -1.480 4.535
26 C 0.171 -2.596 -0.787
27 N 0.827 -3.073 -2.054
28 C 0.197 -3.161 -3.098
29 O -0.407 -3.253 -4.084
30 B -0.073 -3.986 0.062
31 O 0.033 -5.180 -0.598
32 O -0.367 -4.064 1.378
33 H -4.093 -2.721 -2.715
34 H -2.291 -0.181 -0.179
35 H -0.830 -0.301 0.744
36 H -2.527 -2.810 0.884
37 H -1.885 -1.785 2.189
38 H -4.319 -1.264 0.530
39 H -3.755 -2.772 2.992
40 H -5.179 -2.866 1.967
41 H -5.072 -1.635 3.239
42 H -4.547 0.366 2.746
43 H -2.772 0.410 2.532
44 H -3.899 0.950 1.236
45 H 0.149 0.357 -3.493
46 H -1.502 -0.063 -3.230
47 H -0.922 1.804 -1.174
48 H -2.033 2.038 -2.479
49 H -0.750 3.840 -2.789
50 H 1.033 2.803 -0.907
51 H 2.030 3.174 -2.360
52 H 1.026 4.395 -1.623
53 H 0.678 3.736 -4.659
54 H -0.329 2.272 -4.886
55 H 1.292 2.171 -4.227
56 H 1.920 0.673 -2.485
57 H 2.867 0.443 -1.053
58 H 0.588 -1.472 1.752
59 H 2.002 -2.426 1.431
60 H 3.418 -0.644 1.421
61 H 2.282 0.553 0.901
62 H 0.882 0.951 4.257
63 H 0.039 -0.067 3.140
64 H -0.492 2.167 2.587
65 H 1.224 2.698 2.480
66 H 0.502 1.580 1.298
67 H 4.594 -0.707 3.601
68 H 4.005 -2.232 2.957
69 H 4.119 -2.040 4.721
70 H -0.576 -5.249 -1.343
71 H -0.257 -3.249 1.878
72 C 0.492 -7.546 -2.801
73 C 0.414 -8.147 -4.196
74 C 1.625 -7.767 -5.035
75 O -0.783 -7.722 -4.846
76 H 0.513 -6.454 -2.862
77 H -0.383 -7.827 -2.213
78 H 1.386 -7.876 -2.271
79 H 0.349 -9.233 -4.121
80 H 1.678 -6.681 -5.157
81 H 1.552 -8.204 -6.030
82 H 2.552 -8.108 -4.572
83 H -0.749 -6.763 -4.930
84 C -7.009 3.315 3.390
85 C -7.188 2.077 2.526
86 C -8.656 1.805 2.239
87 O -6.595 0.943 3.166
88 H -7.504 3.182 4.355
89 H -5.952 3.495 3.588
90 H -7.428 4.199 2.907
91 H -6.650 2.206 1.585
92 H -9.200 1.628 3.170
93 H -8.768 0.914 1.621
94 H -9.121 2.647 1.724
95 H -7.053 0.804 4.002
96 C 1.541 8.457 1.247
97 C 1.485 7.030 0.724
98 C 2.587 6.172 1.329
99 O 1.585 7.024 -0.701
100 H 2.493 8.924 0.980
101 H 0.748 9.057 0.803
102 H 1.436 8.486 2.332
103 H 0.513 6.594 0.959
104 H 3.570 6.570 1.064
105 H 2.533 5.152 0.942
106 H 2.512 6.137 2.417
107 H 2.436 7.408 -0.940
108 C 6.773 1.182 0.531
109 C 5.893 0.243 -0.273
110 C 6.499 -0.083 -1.627
111 O 4.590 0.833 -0.448
112 H 6.903 2.131 0.004
113 H 6.317 1.406 1.496
114 H 7.756 0.745 0.703
115 H 5.733 -0.680 0.287
116 H 6.623 0.828 -2.220
117 H 5.850 -0.754 -2.190
118 H 7.474 -0.556 -1.517
119 H 4.709 1.657 -0.937